This record from the Open Molecules 2025 dataset describes C24H29N4PPtSe2Si as an isolated structure. The level of theory is the ωB97M-V functional and the def2-TZVPD basis.

Geometry as XYZ:
```
62
C24H29N4PPtSe2Si | the Open Molecules 2025 dataset | the ωB97M-V functional and the def2-TZVPD basis
Pt -0.576 -0.250 -1.098
Se 3.637 -1.123 -0.194
P 2.615 0.494 0.741
Se 0.868 1.462 -0.240
C 3.821 1.834 1.035
C 3.609 3.144 0.626
C 4.616 4.087 0.775
C 5.828 3.724 1.339
C 6.033 2.420 1.772
C 5.037 1.473 1.613
C 2.075 -0.005 2.410
C 2.298 0.805 3.519
C 1.954 0.344 4.782
C 1.383 -0.909 4.938
C 1.119 -1.698 3.825
C 1.465 -1.244 2.564
H 2.662 3.428 0.188
H 4.463 5.105 0.439
H 6.619 4.457 1.436
H 6.978 2.139 2.218
H 5.199 0.447 1.920
H 2.749 1.780 3.395
H 2.139 0.966 5.648
H 1.155 -1.284 5.927
H 0.655 -2.668 3.943
H 1.289 -1.855 1.687
C -1.758 -3.765 -2.905
C -2.766 -2.918 -2.186
C -4.095 -3.294 -2.124
C -5.007 -2.455 -1.477
C -4.586 -1.265 -0.942
C -3.216 -0.929 -1.039
N -2.337 -1.777 -1.631
N -2.637 0.190 -0.592
Si -3.321 1.721 -0.164
C -3.382 1.862 1.719
C -2.143 3.024 -0.873
C -5.025 2.049 -0.927
H -2.249 -4.547 -3.481
H -1.079 -4.237 -2.195
H -1.168 -3.144 -3.579
H -4.422 -4.223 -2.568
H -6.048 -2.746 -1.409
H -5.263 -0.590 -0.440
H -2.375 1.747 2.125
H -4.013 1.089 2.162
H -3.766 2.836 2.033
H -1.485 3.421 -0.097
H -2.691 3.865 -1.302
H -1.513 2.591 -1.651
H -5.843 1.688 -0.300
H -5.116 1.568 -1.904
H -5.170 3.121 -1.067
N 1.108 -2.669 -2.018
C 1.751 -3.359 -2.970
C 1.779 -2.560 -4.091
C 1.131 -1.379 -3.706
N 0.736 -1.463 -2.445
H 0.979 -2.912 -1.052
H 2.142 -4.345 -2.788
H 2.211 -2.784 -5.049
H 0.948 -0.485 -4.277
```

LUMO level (alpha / beta), eV: 0.40 / -1.91
Orbital gap (alpha / beta), eV: 7.558 / 5.439
Multiplicity: 3
Net charge: 0
Expectation value of S²: 2.010
Largest force on an atom, eV/A: 0.764

Let us look at the Löwdin charges, expressed in e, one per atom: 0.744 0.228 0.144 0.370 -0.432 -0.115 -0.079 -0.084 -0.074 -0.120 -0.411 -0.080 -0.079 -0.084 -0.076 -0.122 0.043 0.104 0.103 0.105 0.091 0.106 0.104 0.103 0.104 0.071 -0.036 -0.337 -0.061 -0.071 -0.033 -0.471 0.032 -0.189 0.399 -0.174 -0.218 -0.182 0.078 0.072 0.066 0.101 0.107 0.090 0.023 0.023 0.026 0.004 0.022 -0.016 0.021 0.031 0.024 -0.038 -0.099 -0.053 -0.136 -0.141 0.132 0.125 0.099 0.116

***

This record from the Open Molecules 2025 dataset describes C45H72AlBrCaF12N2O11P3S2 as an isolated structure at a distorted geometry. The level of theory is the ωB97M-V functional and the def2-TZVPD basis.

Geometry as XYZ:
```
150
C45H72AlBrCaF12N2O11P3S2 | the Open Molecules 2025 dataset | the ωB97M-V functional and the def2-TZVPD basis
C -1.858 -1.242 5.881
C -2.368 -0.819 4.617
C -2.634 0.207 3.324
C -1.867 -0.122 1.876
C -0.867 -1.411 1.717
C 0.688 -1.002 1.278
C 1.103 0.530 1.685
C -2.168 0.965 0.647
P -1.412 0.791 -1.105
S -1.307 -1.079 -1.736
C -3.171 2.266 0.965
Br -3.455 3.601 -0.552
N -3.854 2.471 2.316
P -4.957 3.872 2.677
C -6.499 3.832 1.515
C -3.979 5.531 2.380
C -2.394 5.215 2.658
C -3.643 1.517 3.511
C -4.416 1.765 4.959
C -5.999 1.229 4.900
C -6.170 -0.191 4.090
C -6.506 -0.003 2.487
S -8.302 -0.274 2.028
O -9.267 -0.363 3.242
O -8.379 -1.571 1.140
O -8.915 1.009 1.028
H -1.565 -1.769 6.897
H -1.355 -2.176 0.941
H -0.738 -2.049 2.717
H 0.906 -1.183 0.135
H 1.444 -1.717 1.863
H 0.621 0.907 2.683
H 0.907 1.255 0.772
H 2.287 0.522 1.839
H -0.063 1.365 -1.211
H -2.183 1.485 -2.146
H -7.250 2.979 1.799
H -6.236 3.810 0.375
H -7.069 4.865 1.696
H -4.213 6.008 1.337
H -4.354 6.262 3.230
H -2.245 4.340 3.450
H -1.937 6.178 3.166
H -1.888 4.943 1.638
H -3.929 1.136 5.850
H -4.346 2.898 5.327
H -6.748 2.054 4.540
H -6.268 0.989 6.038
H -7.055 -0.820 4.552
H -5.148 -0.787 4.183
H -6.108 1.051 2.098
H -5.855 -0.806 1.894
H -8.154 1.373 0.474
C 0.053 -0.873 -5.728
C 0.044 0.348 -4.823
O 1.378 0.781 -4.528
C 2.011 1.452 -5.521
O 1.548 1.717 -6.620
O 3.263 1.755 -5.096
C 4.075 2.377 -6.089
H 0.667 -1.668 -5.293
H -0.962 -1.250 -5.878
H 0.482 -0.641 -6.707
H -0.422 0.086 -3.867
H -0.542 1.167 -5.254
H 3.583 3.259 -6.510
H 4.316 1.655 -6.876
H 5.007 2.696 -5.615
C 1.338 -5.377 -4.496
C 2.164 -6.394 -4.242
C 3.129 -6.881 -5.266
O 3.888 -7.806 -4.997
C 3.128 -6.223 -6.582
C 2.300 -5.208 -6.837
C 1.354 -4.704 -5.804
O 0.618 -3.757 -6.061
O 2.292 -4.587 -8.072
O 2.152 -7.034 -3.016
H 0.633 -5.012 -3.760
H 3.822 -6.599 -7.323
H 1.609 -3.885 -8.007
H 2.840 -7.732 -3.080
F -2.029 7.482 1.048
P -1.967 7.203 -0.484
F -2.710 5.860 -0.210
F -1.962 7.923 -1.865
F -1.080 6.091 -1.120
F -0.656 7.973 -0.141
F -3.362 7.886 -0.607
C -6.797 9.011 2.516
C -5.440 9.695 2.554
C -5.547 11.161 2.166
O -4.553 9.033 1.656
H -7.225 9.044 1.508
H -6.703 7.954 2.785
H -7.499 9.488 3.208
H -5.013 9.610 3.559
H -5.930 11.270 1.145
H -4.560 11.637 2.186
H -6.210 11.702 2.848
H -4.924 9.103 0.761
C 7.648 -5.570 3.250
C 6.637 -5.856 2.150
C 5.995 -4.607 1.552
C 5.293 -3.610 2.489
N 4.009 -4.093 3.201
C 4.256 -5.027 4.389
C 4.619 -4.097 5.523
C 3.631 -2.966 5.367
C 3.335 -2.858 3.876
C 3.043 -4.726 2.211
H 7.241 -4.939 4.041
H 7.973 -6.508 3.713
H 8.534 -5.072 2.841
H 5.867 -6.548 2.502
H 7.156 -6.394 1.344
H 5.312 -4.909 0.750
H 6.793 -4.045 1.045
H 4.981 -2.761 1.869
H 5.974 -3.219 3.250
H 3.315 -5.549 4.602
H 5.024 -5.758 4.166
H 5.644 -3.729 5.422
H 4.539 -4.588 6.498
H 4.021 -2.028 5.774
H 2.706 -3.194 5.910
H 3.739 -1.943 3.433
H 2.257 -2.903 3.688
H 3.479 -5.658 1.844
H 2.875 -4.018 1.395
H 2.102 -4.942 2.726
F 4.639 0.823 -10.586
C 5.381 -0.144 -10.029
C 6.078 -1.028 -10.846
C 6.854 -2.032 -10.266
C 6.915 -2.148 -8.875
C 6.208 -1.259 -8.064
C 5.441 -0.249 -8.644
H 6.012 -0.927 -11.924
H 7.410 -2.722 -10.896
H 7.517 -2.934 -8.424
H 6.253 -1.354 -6.982
H 4.891 0.456 -8.028
F -2.864 -5.153 4.830
Al -1.067 -5.106 4.727
F -0.571 -3.985 3.407
F -0.442 -6.759 4.376
F -0.390 -4.528 6.292
Ca 2.533 -7.048 5.529
F 0.733 7.587 -1.651
```

LUMO level, eV: -7.46
Orbital gap, eV: 0.869
Net charge: +1
Largest force on an atom, eV/A: 9.656

These are the Löwdin partial charges, in e, on atoms 1 to 99: 0.110 -0.054 -0.033 -0.034 -0.183 -0.248 -0.137 -0.267 0.376 0.161 -0.401 0.920 -0.255 0.954 -0.297 -0.382 -0.179 -0.059 -0.172 -0.185 -0.193 -0.237 0.810 -0.355 -0.378 -0.228 0.079 0.112 0.088 0.078 0.074 0.088 0.059 0.082 0.010 -0.018 0.021 0.023 0.083 0.076 0.097 0.070 0.100 0.064 0.121 0.115 0.110 0.132 0.129 0.110 0.078 0.134 0.085 -0.067 -0.235 0.014 -0.546 0.115 -0.008 -0.039 0.058 0.088 0.080 0.015 0.128 0.106 0.059 0.100 0.082 -0.213 -0.310 0.102 0.079 -0.201 -0.288 0.097 0.092 0.065 0.137 0.140 0.120 0.112 -0.093 0.008 -0.388 -0.117 -0.147 -0.061 -0.123 -0.067 -0.502 -0.063 -0.076 0.083 0.061 0.080 0.138 0.084 0.083

***

This record from the Open Molecules 2025 dataset describes an isolated molecule of C6H9N. The level of theory is the ωB97M-V functional and the def2-TZVPD basis.

Geometry as XYZ:
```
16
C6H9N | the Open Molecules 2025 dataset | the ωB97M-V functional and the def2-TZVPD basis
C 0.292 -0.258 -2.661
C -0.159 -0.432 -1.448
C -0.483 -0.336 -0.183
C -1.180 -1.402 0.620
C -0.021 0.988 0.386
C 1.294 1.048 1.065
N 0.068 1.371 1.785
H -0.320 0.200 -3.435
H 1.314 -0.526 -2.918
H -0.603 -1.681 1.511
H -1.314 -2.305 0.017
H -2.169 -1.072 0.960
H -0.288 1.828 -0.249
H 1.980 1.865 0.868
H 1.767 0.090 1.270
H -0.178 0.620 2.413
```

LUMO level, eV: 0.95
Structure (SMILES): C=C=C(C)[C@@H]1CN1
Orbital gap, eV: 9.702
Net charge: 0
Energy relative to the best compared isomer or geometry (same formula, charge and spin), eV: 3.133
Largest force on an atom, eV/A: 0.347

Let us look at the Löwdin charges, expressed in e, one per atom: 0.015 -0.074 -0.259 -0.050 -0.294 -0.142 0.026 0.057 0.058 0.075 0.080 0.083 0.136 0.098 0.110 0.080

***

This record from the Open Molecules 2025 dataset describes a 2-piece molecular cluster, C14H14F17N5O3P overall at a distorted geometry. The level of theory is the ωB97M-V functional and the def2-TZVPD basis.

Geometry as XYZ:
```
54
C14H14F17N5O3P | the Open Molecules 2025 dataset | the ωB97M-V functional and the def2-TZVPD basis
C 0.657 -2.654 1.443
N 0.471 -1.286 0.989
N -0.668 -0.621 1.302
C -0.577 0.598 0.802
C -1.698 1.588 0.977
F -2.599 1.018 1.795
F -1.196 2.671 1.589
C -2.337 2.059 -0.355
F -1.302 2.311 -1.185
F -3.009 3.190 -0.179
C -3.190 0.975 -1.054
F -3.452 1.437 -2.280
F -2.405 -0.114 -1.187
C -4.545 0.603 -0.365
F -5.541 0.745 -1.242
F -4.784 1.426 0.664
C -4.583 -0.858 0.180
F -5.576 -0.907 1.074
F -3.443 -1.139 0.853
C -4.870 -1.949 -0.895
F -4.362 -1.609 -2.086
F -6.202 -2.027 -1.033
C -4.395 -3.372 -0.484
F -4.873 -4.205 -1.420
F -4.954 -3.682 0.683
C -2.846 -3.575 -0.439
F -2.202 -2.559 -1.017
F -2.454 -3.622 0.855
F -2.497 -4.705 -1.024
N 0.560 0.761 0.169
C 1.203 -0.396 0.268
N 2.406 -0.588 -0.300
P 3.464 -1.946 -0.428
N 4.232 -1.851 -1.771
H 1.667 -2.760 1.817
H 0.532 -3.355 0.631
H 0.000 -2.872 2.268
H -1.391 -1.086 1.833
H 2.782 0.236 -0.759
H 4.309 -1.941 0.696
H 2.653 -3.088 -0.393
H 5.230 -1.759 -1.636
C 3.059 4.105 0.786
O 4.469 4.318 0.743
C 5.150 3.402 0.062
O 4.678 2.441 -0.494
O 6.433 3.730 0.093
C 7.298 2.836 -0.614
H 2.642 4.922 1.367
H 2.636 4.124 -0.217
H 2.828 3.160 1.275
H 7.038 2.806 -1.670
H 7.251 1.837 -0.185
H 8.303 3.229 -0.501
```

LUMO level, eV: -3.63
Orbital gap, eV: 8.952
Net charge: +1
Largest force on an atom, eV/A: 2.299

Let us look at the Löwdin charges, expressed in e, one per atom: 0.020 -0.004 0.197 -0.163 -0.366 0.155 0.183 -0.366 0.168 0.207 -0.330 0.194 0.139 -0.340 0.195 0.174 -0.325 0.189 0.119 -0.353 0.179 0.186 -0.351 0.181 0.194 -0.520 0.161 0.140 0.214 0.260 -0.319 -0.020 0.674 -0.263 0.091 0.092 0.105 0.180 0.120 0.016 0.006 -0.020 -0.042 0.016 -0.629 0.095 0.019 -0.029 0.097 0.099 0.085 0.100 0.095 0.098